Below is 2 unconnected molecules or ions with the total composition C11H23Br2N2O2 at a distorted geometry, with properties calculated with ωB97M-V/def2-TZVPD.

Structure (XYZ):
```
40
Properties=species:S:1:pos:R:3
C 2.214 0.549 0.861
C 1.629 -0.518 -0.056
C 0.736 -1.488 0.679
O 0.001 -1.143 1.502
O 0.904 -2.792 0.318
C -0.202 -3.374 -0.399
C -0.855 -2.460 -1.421
C -2.180 -1.795 -0.973
C -2.115 -0.276 -1.096
N -3.532 0.203 -1.161
C -4.323 -0.277 0.037
C -3.510 -1.160 0.992
N -2.628 -2.146 0.369
H 2.455 1.413 0.248
H 1.522 0.874 1.622
H 3.148 0.220 1.284
H 2.413 -1.053 -0.574
H 1.029 -0.014 -0.813
H -0.900 -3.790 0.319
H 0.218 -4.211 -0.933
H -1.076 -3.058 -2.293
H -0.181 -1.699 -1.782
H -2.969 -2.095 -1.678
H -1.618 -0.031 -2.021
H -1.592 0.178 -0.264
H -3.531 1.218 -1.243
H -3.945 -0.208 -1.997
H -5.246 -0.715 -0.309
H -4.615 0.600 0.595
H -2.924 -0.549 1.662
H -4.237 -1.704 1.573
H -3.103 -3.037 0.322
Br 3.129 5.668 0.582
C 4.494 4.572 1.434
C 5.494 4.054 0.436
Br 4.759 2.591 -0.618
H 3.974 3.777 1.959
H 4.980 5.225 2.155
H 6.358 3.635 0.946
H 5.823 4.812 -0.268
```

Values from the calculation:
Orbital gap   8.549 eV
Total charge   +1
HOMO energy   -11.88 eV